# 1
Computed, not measured: a molecular structure, C21H12F6I2N7O4S2W in a non-equilibrium geometry, with wB97M-V/def2-TZVPD.

ORCA input file:
```
! wB97M-V def2-TZVPD RIJCOSX def2/J DEFGRID3
* xyz 1 3
W -0.2418 0.0616 -0.2767
I -0.1599 -2.2866 1.4167
C -1.5225 -3.7070 0.6659
I -0.6671 -1.7060 -2.3691
H -2.5681 -3.5467 0.8659
H -1.1535 -4.6867 0.4143
N 2.7592 4.2368 -9.1206
C 2.4760 3.7671 -8.1162
C 2.1245 3.2085 -6.8658
C 1.0707 2.2987 -6.7790
C 0.7008 1.7933 -5.5492
C 1.3907 2.1791 -4.4025
C 2.4644 3.0633 -4.4964
C 2.8241 3.5880 -5.7208
C 0.9761 1.6536 -3.0847
C 1.8274 0.7238 -2.4565
C 3.0065 0.1562 -2.9630
C 3.4553 -0.7701 -2.0259
C 2.5546 -0.7591 -0.9837
N 1.5431 0.1638 -1.1965
C -0.2249 2.1365 -2.5403
C -1.0592 3.1467 -3.0471
C -2.1062 3.3102 -2.1433
C -1.9035 2.4176 -1.1120
N -0.7594 1.6660 -1.3185
H 0.5460 1.9955 -7.6693
H -0.1079 1.0826 -5.4672
H 3.0036 3.3509 -3.6055
H 3.6384 4.2909 -5.8007
H 3.4536 0.3730 -3.9108
H 4.3325 -1.3796 -2.0907
H 2.6055 -1.3359 -0.0672
H -0.9141 3.6848 -3.9621
H -2.9246 3.9966 -2.2288
H -2.5020 2.2703 -0.2194
F 3.5111 1.8620 1.7806
C 3.4657 0.9200 2.7207
F 4.2630 -0.0725 2.3695
F 3.8478 1.4268 3.8686
S 1.6720 0.3526 2.7569
O 1.3672 0.1803 1.3148
O 1.5424 -0.8456 3.4941
N 0.9050 1.6051 3.2944
S -0.3177 2.2022 2.5366
O -1.2945 2.8285 3.3211
O -0.7944 1.2387 1.5160
C 0.4825 3.4629 1.3797
F 1.4364 4.1585 1.9508
F 1.0593 2.6581 0.4217
F -0.3692 4.2548 0.7636
N -6.6353 -1.0953 -1.3973
C -5.6414 -0.9163 -0.8570
N -4.5455 -0.7132 -0.2006
C -3.3619 -0.4874 -0.2077
N -2.1905 -0.2879 -0.0081
*
```

relative energy (zero: lowest compared OMol25 entry of this formula, charge and spin) = 22.98 kcal/mol
max |F| = 0.039 hartree/bohr
LUMO (spin up / spin down) = -0.2282 / -0.2170 Ha

Mulliken atomic charge list, values in e, 2 entries: atom 1 (W): 0.56, atom 2 (I): 0.50

# 2
Computed, not measured: a molecular structure, C21H12I2N7O5SSr, with wB97M-V/def2-TZVPD.

ORCA input file:
```
! wB97M-V def2-TZVPD RIJCOSX def2/J DEFGRID3
* xyz -1 1
Sr -0.1585 0.5536 -1.0625
O -0.2705 -3.1537 -3.9576
C -0.4349 -2.1244 -3.3316
N 0.1575 -1.7725 -2.1460
C 1.4930 -1.9824 -2.0245
O 2.3298 -2.1782 -2.8898
C 2.0148 -1.8481 -0.5873
C 2.5586 -2.9548 0.0463
C 3.0562 -2.7771 1.3249
C 2.9974 -1.5208 1.9107
C 2.4212 -0.4792 1.2111
N 1.9217 -0.6426 -0.0211
C -1.4114 -1.0918 -3.8944
C -2.1265 -1.3762 -5.0461
C -2.9455 -0.3942 -5.5771
C -3.0182 0.8385 -4.9463
C -2.2713 1.0371 -3.7976
N -1.4908 0.0891 -3.2779
H 2.5767 -3.9024 -0.4720
H 3.4889 -3.6051 1.8734
H 3.3869 -1.3505 2.9053
H 2.3395 0.5166 1.6353
H -2.0064 -2.3514 -5.4955
H -3.5154 -0.5841 -6.4779
H -3.6380 1.6377 -5.3281
H -2.2861 1.9895 -3.2781
O -1.4807 3.2476 2.9004
S -0.4487 2.2964 2.5997
O 0.8886 2.7815 2.3939
N -0.8866 1.3084 1.3926
C -0.8801 0.0018 1.7246
O -1.0645 -0.8907 0.8931
C -0.6264 -0.2083 3.1885
C -0.5896 -1.3989 3.8896
C -0.3159 -1.3459 5.2510
C -0.0802 -0.1269 5.8837
C -0.1095 1.0685 5.1727
C -0.3900 0.9981 3.8241
H -0.7656 -2.3352 3.3762
H -0.2825 -2.2604 5.8290
H 0.1319 -0.1095 6.9452
H 0.0814 2.0161 5.6583
N 0.2298 2.9464 -1.7068
C 1.0746 3.7549 -1.6005
N 1.9104 4.7209 -1.5758
C 3.1189 4.6283 -1.0608
N 4.2057 4.6306 -0.6569
I -3.3938 1.8553 0.0067
I -5.4958 1.8484 -1.6240
*
```

relative energy (zero: lowest compared OMol25 entry of this formula, charge and spin) = 8.84 kcal/mol
max |F| = 0.014 hartree/bohr
LUMO = 0.0277 Ha

Mulliken atomic charge list, values in e, 2 entries: atom 1 (Sr): 1.76, atom 2 (O): -0.67

# 3
Computed, not measured: a molecular structure, C21H13BCl2F5N7Se2Zr in a non-equilibrium geometry, with wB97M-V/def2-TZVPD.

ORCA input file:
```
! wB97M-V def2-TZVPD RIJCOSX def2/J DEFGRID3
* xyz -2 1
Zr 0.4720 -0.4322 -0.2002
C 0.1208 0.6281 -4.1307
C -0.5584 0.6715 -2.9142
N -0.4580 -0.4999 -2.2853
N 0.3069 -1.2990 -3.0668
C 0.6657 -0.6390 -4.1750
B 0.7533 -2.7119 -2.6176
N 2.0266 -2.6079 -1.7464
C 3.3020 -2.8519 -2.0725
C 4.0845 -2.6479 -0.9524
C 3.1835 -2.2341 0.0299
N 1.9489 -2.2238 -0.4552
N -0.3350 -3.2892 -1.7019
C -1.0019 -4.4522 -1.7852
C -1.7542 -4.5929 -0.6360
C -1.4721 -3.4371 0.1082
N -0.6198 -2.6663 -0.5469
H 0.2425 1.4235 -4.8448
H -1.1041 1.4867 -2.4654
H 1.2951 -1.1035 -4.9161
H 0.9433 -3.4218 -3.5673
H 3.5754 -3.1426 -3.0740
H 5.1534 -2.7456 -0.8721
H 3.3588 -1.9120 1.0423
H -0.8996 -5.0944 -2.6447
H -2.4125 -5.4021 -0.3690
H -1.8401 -3.1396 1.0780
Cl -2.1985 -0.3268 0.2203
C -2.0542 -0.4649 1.9745
C -3.1770 -0.2909 2.7460
C -3.0972 -0.4113 4.1279
C -1.8606 -0.7286 4.6914
C -0.7515 -0.9020 3.9011
Cl 0.7581 -1.3423 4.6557
C -0.7199 -0.7267 2.4652
N 0.3559 -0.8115 1.7275
H -4.1199 -0.0557 2.2661
H -3.9667 -0.2451 4.7500
H -1.7685 -0.8429 5.7651
Se 2.4546 0.8438 -1.1694
F 0.6889 8.0822 1.3125
C 0.4096 6.7749 1.1456
C -0.1268 6.0365 2.1843
F -0.3807 6.6533 3.3551
C -0.4021 4.6953 2.0122
F -0.9262 4.0427 3.0540
C -0.1680 4.0221 0.8060
Se -0.6397 2.2170 0.5905
C 0.3623 4.8105 -0.2254
F 0.5661 4.2703 -1.4262
C 0.6466 6.1515 -0.0656
F 1.1385 6.8853 -1.0830
*
```

max |F| = 0.039 hartree/bohr
LUMO = 0.1619 Ha

Mulliken atomic charge list, values in e, 2 entries: atom 1 (Zr): -0.35, atom 2 (C): -0.94

# 4
Computed, not measured: C21H13Br2NO5 in the gas phase in a non-equilibrium geometry, with wB97M-V/def2-TZVPD.

ORCA input file:
```
! wB97M-V def2-TZVPD RIJCOSX def2/J DEFGRID3
* xyz 0 1
C 1.6420 -5.4855 0.6735
C 2.0975 -4.2058 1.5757
O 3.1271 -4.3679 2.3118
O 1.3603 -2.9588 1.5316
C 1.1609 -2.6474 0.0978
C 0.9853 -1.0760 -0.1630
C 2.2922 -0.2496 -0.4400
C 2.2375 1.3183 -0.7171
C 3.6950 2.0038 -0.9316
Br 4.5293 2.3037 -2.7000
C 4.3769 2.3607 0.2944
C 5.8245 3.0469 0.3686
Br 3.4850 1.9708 2.0523
C 0.8870 2.1229 -0.7410
C -0.4247 1.2663 -0.4604
C -0.3686 -0.2943 -0.1577
C -1.7504 -1.0237 0.1535
O -1.8846 -2.2639 0.4343
C -3.1338 -0.1714 0.1469
C -4.4867 -0.9322 0.4952
C -5.8528 -0.1777 0.4761
C -5.8909 1.3765 0.1446
C -4.5769 2.1793 -0.1854
N -4.6873 3.6348 -0.4438
C -4.7478 3.8565 -1.7363
O -4.6932 4.0384 -2.9676
C -3.2077 1.3678 -0.1754
C -1.8025 2.0955 -0.4733
O -1.7603 3.3531 -0.7291
H 1.7991 -6.4516 1.2663
H 0.5156 -5.4288 0.3895
H 2.3205 -5.5168 -0.2645
H 0.2910 -3.2957 -0.2664
H 2.1499 -2.9683 -0.4216
H 3.3038 -0.8039 -0.4400
H 5.7321 4.0924 -0.0899
H 6.0875 3.2024 1.4878
H 6.6370 2.3865 -0.0944
H 0.8555 3.2558 -0.9470
H -4.3959 -2.0550 0.7619
H -6.8122 -0.7690 0.7130
H -6.9165 1.9109 0.1709
*
```

SMILES = CC(=O)OCc1cc(/C(Br)=C(/C)Br)cc2c1C(=O)c1cccc(N=C=O)c1C2=O
max |F| = 0.147 hartree/bohr
LUMO = -0.0697 Ha

Mulliken atomic charge list, values in e, 2 entries: atom 1 (C): -0.75, atom 2 (C): 0.60

# 5
Computed, not measured: a molecular structure, C21H13Cl3N3O7STl in a non-equilibrium geometry, with wB97M-V/def2-TZVPD.

ORCA input file:
```
! wB97M-V def2-TZVPD RIJCOSX def2/J DEFGRID3
* xyz -2 1
Tl -0.3281 0.2881 0.5562
O -0.0755 -0.3094 2.8011
C 0.7212 -1.3176 2.9804
C 0.2454 -2.5399 3.5239
C 1.0897 -3.5909 3.8000
C 2.4694 -3.4891 3.5657
C 2.9512 -2.3226 3.0070
C 2.1073 -1.2552 2.6786
C 2.6659 -0.1378 1.9388
N 1.9781 0.7905 1.4028
N 2.6658 1.7907 0.7354
C 2.1953 1.9553 -0.4728
O 1.3397 1.2141 -1.0487
C 2.7703 3.1197 -1.2393
C 2.2098 3.4582 -2.4648
C 2.7175 4.5272 -3.1958
C 3.7869 5.2658 -2.7078
C 4.3552 4.9227 -1.4843
C 3.8515 3.8543 -0.7566
H -0.8234 -2.6181 3.6833
H 0.6798 -4.5162 4.1919
H 3.1330 -4.3161 3.7852
H 4.0101 -2.2258 2.7808
H 3.7505 -0.1179 1.7974
H 1.3543 2.8952 -2.8140
H 2.2681 4.7841 -4.1483
H 4.1740 6.1077 -3.2714
H 5.1934 5.4923 -1.0973
H 4.2800 3.5721 0.1964
O -3.2276 2.6857 -2.2827
S -1.7976 2.7060 -2.1016
O -1.0148 3.1271 -3.2256
O -1.3379 3.0851 -0.7910
O -1.4226 0.9648 -2.1358
Cl 1.3655 -7.4067 -0.3701
C 0.6370 -5.8437 -0.0021
C 1.2509 -4.6796 -0.4313
C 0.6571 -3.4693 -0.1491
Cl 1.4229 -1.9958 -0.6570
C -0.5699 -3.3122 0.5623
O -1.1086 -2.1951 0.7859
C -1.1182 -4.5626 0.9850
Cl -2.6034 -4.5139 1.9078
C -0.5449 -5.7895 0.7170
H 2.1856 -4.7167 -0.9747
H -1.0149 -6.6953 1.0759
N -2.9689 -0.2681 -0.8403
C -1.9001 0.2791 -1.1188
H -3.7044 -0.1589 -1.5397
*
```

relative energy (zero: lowest compared OMol25 entry of this formula, charge and spin) = 23.73 kcal/mol
max |F| = 0.030 hartree/bohr
LUMO = 0.1552 Ha

Mulliken atomic charge list, values in e, 2 entries: atom 1 (Tl): 1.37, atom 2 (O): -0.95

# 6
Computed, not measured: a molecular structure, C21H13CoN4O6 in a non-equilibrium geometry, with wB97M-V/def2-TZVPD.

ORCA input file:
```
! wB97M-V def2-TZVPD RIJCOSX def2/J DEFGRID3
* xyz 0 1
Co 0.6756 0.1035 0.0701
O 2.9407 0.1945 3.4930
C 2.4330 0.2183 2.3965
O 1.2084 0.2246 2.0770
C 3.3638 0.2560 1.1571
C 4.7469 0.2721 1.2005
C 5.4464 0.2767 0.0025
C 4.7416 0.2733 -1.1939
C 3.3589 0.2580 -1.1376
N 2.7016 0.2566 0.0091
C 2.4165 0.2240 -2.3889
O 2.9556 0.1981 -3.4712
O 1.2049 0.2394 -2.0674
H 5.2330 0.2719 2.1625
H 6.5252 0.2835 -0.0008
H 5.2267 0.2739 -2.1568
O -6.1823 -4.3610 0.0007
C -4.8448 -4.5196 0.0012
O -4.3744 -5.6264 0.0006
C -4.0055 -3.2934 -0.0003
C -2.6143 -3.4639 0.0003
C -1.7642 -2.3891 0.0065
C -2.2346 -1.0611 0.0045
C -3.6429 -0.9035 -0.0008
C -4.4945 -1.9838 -0.0019
N -1.3477 -0.0122 0.0172
C -1.7969 1.2594 -0.0018
C -0.9102 2.3331 -0.0123
C -1.3271 3.6896 0.0015
C -0.3998 4.6910 -0.0003
C 0.9643 4.3537 -0.0055
C 1.3131 3.0201 -0.0239
N 0.4268 2.0290 -0.0322
H -6.4589 -3.4357 -0.0001
H -2.2319 -4.4735 0.0024
H -0.7030 -2.5671 0.0145
H -4.0857 0.0781 -0.0025
H -5.5582 -1.7782 -0.0043
H -2.8554 1.4737 -0.0067
H -2.3838 3.9000 0.0068
H -0.7036 5.7247 -0.0005
H 1.7313 5.1096 0.0031
H 2.3596 2.7471 -0.0240
N 1.7549 -2.6806 -0.0288
C 1.1889 -1.6841 -0.0640
*
```

relative energy (zero: lowest compared OMol25 entry of this formula, charge and spin) = 37.32 kcal/mol
max |F| = 0.091 hartree/bohr
LUMO (spin up / spin down) = -0.1049 / -0.1051 Ha

Mulliken atomic charge list, values in e, 2 entries: atom 1 (Co): -0.19, atom 2 (O): -0.70